70
Properties=species:S:1:pos:R:3 method="wB97M-V/def2-TZVPD" homo_energy_ev="-12.4 / -12.4" charge=+2 max_force_ev_per_a=0.7 multiplicity=2 e_above_lowest_kcal_mol=94.5 e_tot_ev=-80563.180
Ir -0.278 -1.671 1.313
I -5.269 -6.759 -1.262
C -4.191 -5.129 -0.570
C -4.845 -3.941 -0.266
C -4.115 -2.864 0.200
I -5.126 -1.106 0.670
C -2.725 -2.942 0.363
O -2.104 -1.843 0.833
C -2.065 -4.147 0.051
C -0.570 -4.342 0.126
N 0.020 -3.727 1.349
C 1.481 -3.993 1.537
C 2.241 -2.718 1.177
C 3.710 -2.792 1.405
C 4.311 -1.945 2.245
C 3.560 -0.885 2.868
C 2.233 -0.744 2.647
N 1.527 -1.614 1.851
C -2.816 -5.223 -0.403
H -5.916 -3.859 -0.384
H -0.054 -3.906 -0.728
H -0.358 -5.413 0.132
H -0.472 -4.127 2.145
H 1.816 -4.830 0.925
H 1.664 -4.221 2.586
H 4.245 -3.584 0.902
H 5.372 -2.024 2.434
H 4.060 -0.184 3.521
H 1.650 0.043 3.104
H -2.314 -6.154 -0.636
O 4.760 0.348 -2.173
S 4.483 -1.023 -2.459
O 5.467 -1.882 -3.022
N 3.898 -1.726 -1.040
C 2.667 -1.998 -1.181
O 1.870 -2.517 -0.235
C 2.007 -1.696 -2.471
C 0.692 -1.868 -2.868
C 0.353 -1.497 -4.164
C 1.306 -0.966 -5.028
C 2.624 -0.778 -4.621
C 2.941 -1.151 -3.334
H -0.053 -2.274 -2.195
H -0.664 -1.627 -4.510
H 1.017 -0.694 -6.034
H 3.365 -0.359 -5.288
N -2.333 5.213 1.334
C -2.126 6.540 1.023
C -2.864 7.679 1.229
C -2.294 8.861 0.751
C -1.031 8.911 0.091
C -0.299 7.783 -0.112
C -0.851 6.559 0.364
N -0.343 5.325 0.298
C -1.248 4.529 0.886
C -1.056 3.095 1.011
C -2.030 2.238 1.520
C -1.764 0.887 1.605
N -0.589 0.370 1.220
C 0.351 1.187 0.712
C 0.159 2.545 0.593
H -3.125 4.836 1.828
H -3.824 7.682 1.724
H -2.838 9.787 0.889
H -0.663 9.869 -0.248
H 0.661 7.788 -0.609
H -3.002 2.585 1.842
H -2.503 0.186 1.967
H 1.276 0.725 0.394
H 0.934 3.173 0.180